{
  "formula": "C6H10",
  "method": "the ωB97M-V functional and the def2-TZVPD basis",
  "elements": ["C", "C", "C", "C", "C", "C", "H", "H", "H", "H", "H", "H", "H", "H", "H", "H"],
  "positions_angstrom": [[-1.02613, -0.83543, -0.88547], [0.40669, -0.35710, -0.65250], [0.58474, 1.07883, -1.14325], [0.83878, -0.50260, 0.82110], [-0.05248, 0.15221, 1.78651], [-0.80415, 0.63113, 2.59754], [-1.28079, -0.77640, -1.94985], [-1.73590, -0.20941, -0.33227], [-1.16834, -1.87264, -0.56062], [1.08497, -1.00389, -1.22653], [1.61735, 1.42230, -1.01164], [0.33562, 1.15677, -2.20760], [-0.07376, 1.75867, -0.58954], [0.88730, -1.56647, 1.08611], [1.85600, -0.10592, 0.93699], [-1.46990, 1.02995, 3.33101]],
  "forces_ev_per_angstrom": [[0.0, 0.0, 0.0], [0.0, 0.0, -0.1], [0.0, 0.0, 0.0], [0.0, -0.1, 0.0], [-0.3, 0.2, 0.3], [0.3, -0.2, -0.3], [0.0, 0.0, 0.2], [0.1, -0.1, -0.1], [0.0, 0.1, 0.0], [-0.1, 0.1, 0.1], [-0.1, 0.0, 0.0], [0.0, 0.0, 0.2], [0.1, -0.1, -0.1], [0.0, 0.1, -0.1], [-0.2, 0.0, 0.0], [0.1, 0.0, -0.2]],
  "relative_energy_kj_mol": 130.8,
  "smiles": "C#CCC(C)C",
  "max_force_ha_per_bohr": 0.010,
  "e_homo_ev": -9.926,
  "gap_ev": 11.00
}